Record 1
Entry from OMol25: a 2-piece molecular cluster, C5H8N2O overall at a distorted geometry (ωB97M-V/def2-TZVPD).

Each line ends with the natural charge from an NBO analysis.
Positions of all 16 atoms, in Å:
C -3.466 0.531 -0.075  -0.18
C -2.153 0.092 -0.679  -0.42
C -2.422 0.689 0.678  -0.18
C 1.642 0.658 -0.160  0.61
C 2.029 -1.649 -0.024  -0.25
N 2.669 1.401 0.414  -0.55
N 1.355 1.843 -0.352  -0.27
O 1.155 -0.572 -0.299  -0.46
H 2.664 1.458 1.405  0.33
H -4.550 0.435 -0.191  0.22
H -2.034 -0.914 -0.672  0.17
H -1.762 0.587 -1.441  0.18
H -1.933 1.154 1.423  0.21
H 1.451 -2.396 0.424  0.20
H 2.935 -1.285 0.605  0.20
H 2.419 -2.034 -1.057  0.19

Output
HOMO-LUMO gap: 0.3634 Ha
SMILES string: COC1=NN1.C1=CC1
LUMO: 0.715 eV

***

Record 2
Entry from OMol25: one molecule with the formula C5H8N2O at a distorted geometry (ωB97M-V/def2-TZVPD).

Each line ends with the natural charge from an NBO analysis.
Positions of all 16 atoms, in Å:
C 0.764 0.498 -0.355  0.23
C 0.527 0.290 1.199  -0.43
C -0.973 0.226 0.904  -0.08
C -0.677 1.230 -0.183  -0.46
C 0.465 -1.061 -0.750  0.00
H 1.784 2.109 -0.760  0.48
H 0.772 1.085 1.839  0.21
H 0.948 -0.694 1.615  0.20
H -1.577 0.538 1.722  0.21
H -0.470 2.255 0.013  0.21
H -1.354 0.940 -0.950  0.21
H -2.253 -1.504 0.668  0.40
H 1.017 -1.457 -1.598  0.20
N -1.366 -1.047 0.547  -0.48
N -0.538 -1.716 -0.386  -0.23
O 1.729 1.121 -1.071  -0.68

Output
HOMO-LUMO gap: 0.3326 Ha
SMILES string: O[C@]12C=NN[C@H](C1)C2
LUMO: 0.678 eV

***

Record 3
Entry from OMol25: one molecule with the formula C5H8N2O2 at a distorted geometry (ωB97M-V/def2-TZVPD).

Each line ends with the natural charge from an NBO analysis.
Positions of all 17 atoms, in Å:
C -1.038 1.219 -1.364  0.82
C -1.140 1.328 0.077  -0.52
C -0.384 0.184 0.623  -0.42
C 0.549 -0.425 1.725  -0.20
C 0.759 -0.729 -1.558  0.32
H -0.748 2.271 0.279  0.25
H -2.233 1.320 0.156  0.24
H 0.468 0.449 0.048  0.21
H -0.760 -0.768 0.241  0.20
H -0.023 -1.081 2.400  0.19
H 1.160 0.178 2.327  0.20
H 1.523 -2.288 1.280  0.39
H 0.891 -1.177 -2.512  0.19
N 1.421 -1.256 0.851  -0.47
N 1.424 -1.256 -0.555  -0.30
O -1.677 1.795 -2.174  -0.52
O -0.190 0.235 -1.845  -0.57

Output
HOMO-LUMO gap: 0.3440 Ha
SMILES string: O=C1CCCN/N=C\O1
LUMO: 0.668 eV

***

Record 4
Entry from OMol25: a 2-piece molecular cluster, C5H8N2O2 overall at a distorted geometry (ωB97M-V/def2-TZVPD).

Each line ends with the natural charge from an NBO analysis.
Positions of all 17 atoms, in Å:
C 1.232 -0.684 0.899  -0.67
C -0.078 1.572 1.330  -0.74
C -1.566 -0.558 -0.319  0.46
C 0.928 -0.820 -0.477  0.64
C 1.183 1.159 0.971  0.54
N -1.927 -0.704 -1.610  -0.82
N 1.218 -0.659 -1.634  -0.61
O -1.815 -1.317 0.592  -0.62
O 2.167 1.681 0.502  -0.63
H -2.269 -1.600 -1.918  0.40
H -1.614 -0.056 -2.313  0.40
H 1.838 0.088 -1.952  0.45
H 2.244 -1.007 1.122  0.28
H 0.494 -1.113 1.565  0.30
H -0.270 2.632 1.427  0.23
H -1.045 0.472 -0.082  0.17
H -0.720 0.915 1.896  0.22

Output
HOMO-LUMO gap: 0.2358 Ha
LUMO: -1.349 eV

***

What did the first record say?
Entry from OMol25: a 2-piece molecular cluster, C5H8N2O overall at a distorted geometry (ωB97M-V/def2-TZVPD).

Each line ends with the natural charge from an NBO analysis.
Positions of all 16 atoms, in Å:
C -3.466 0.531 -0.075  -0.18
C -2.153 0.092 -0.679  -0.42
C -2.422 0.689 0.678  -0.18
C 1.642 0.658 -0.160  0.61
C 2.029 -1.649 -0.024  -0.25
N 2.669 1.401 0.414  -0.55
N 1.355 1.843 -0.352  -0.27
O 1.155 -0.572 -0.299  -0.46
H 2.664 1.458 1.405  0.33
H -4.550 0.435 -0.191  0.22
H -2.034 -0.914 -0.672  0.17
H -1.762 0.587 -1.441  0.18
H -1.933 1.154 1.423  0.21
H 1.451 -2.396 0.424  0.20
H 2.935 -1.285 0.605  0.20
H 2.419 -2.034 -1.057  0.19

Output
HOMO-LUMO gap: 0.3634 Ha
SMILES string: COC1=NN1.C1=CC1
LUMO: 0.715 eV

***

- Look up the HOMO-LUMO gap of the fourth one.
  0.2358 Ha

***

- What is the LUMO in the first record?
  0.715 eV